# 1
The following is a DFT calculation (wB97M-V/def2-TZVPD) of a molecular structure, C23H36N3SiV.

The geometry in XYZ format:
```
64
Properties=species:S:1:pos:R:3:forces:R:3
V 0.933111 -0.730801 0.975019 -1.405 -0.766 -0.569
N 2.215370 -2.237798 0.439983 0.312 0.078 0.054
C 3.616165 -1.821952 0.878601 -0.055 -0.017 -0.021
C 3.929222 -2.237061 2.303547 -0.004 -0.042 -0.009
C 3.074360 -1.615916 3.412769 -0.024 0.051 -0.005
C 1.675009 -2.200678 3.604474 -0.131 0.013 -0.094
N 0.583594 -1.404709 2.888359 0.259 0.174 0.261
H 1.971059 -3.118266 0.899280 0.001 -0.026 0.006
H 2.218484 -2.465931 -0.554724 0.005 0.035 -0.028
H 3.688687 -0.732167 0.768486 -0.014 0.002 -0.032
H 4.333542 -2.250873 0.181195 -0.009 -0.056 -0.009
H 4.970993 -1.959702 2.472305 0.002 -0.004 0.017
H 3.903035 -3.328562 2.379733 0.011 -0.001 0.007
H 3.017344 -0.523258 3.296009 -0.005 -0.005 0.018
H 3.605744 -1.754624 4.354055 0.025 -0.022 -0.001
H 1.394927 -2.222873 4.655434 0.020 0.018 0.030
H 1.606315 -3.226154 3.240248 0.018 -0.015 0.005
H 0.399033 -0.583205 3.473910 -0.002 -0.028 0.033
H -0.282795 -1.942913 2.935230 -0.003 -0.039 -0.026
C -0.811969 -1.332362 0.239644 0.890 0.017 0.459
Si -1.799938 0.087735 -0.668473 0.152 0.201 0.027
C -0.792841 1.534425 0.100509 0.203 -0.097 -0.022
N 0.616125 1.047931 0.292847 0.167 0.419 -0.054
C 1.433067 1.801708 1.306887 -0.023 0.141 -0.204
C 1.824312 3.188246 0.753629 0.000 -0.077 0.043
C 2.219871 3.114735 -0.730675 0.016 0.006 0.010
C 2.601019 1.690810 -1.132502 -0.035 -0.017 0.003
C 1.378799 0.788921 -0.964610 0.122 0.074 0.256
C -1.455457 -0.003089 -2.463635 0.037 -0.139 -0.303
C -1.083801 -1.181655 -3.123992 -0.039 0.024 -0.031
C -0.898576 -1.197738 -4.500134 0.018 0.025 0.027
C -1.076737 -0.032845 -5.235275 -0.009 0.003 0.036
C -1.452113 1.144311 -4.598963 0.015 0.036 -0.024
C -1.641213 1.160977 -3.225302 0.007 -0.021 0.007
C -3.517738 0.182084 -0.124596 -0.425 -0.111 0.162
C -4.547262 -0.014025 -1.056860 0.034 0.029 0.063
C -5.872607 0.074264 -0.658919 -0.046 -0.026 -0.015
C -6.186831 0.341475 0.666246 0.078 0.007 0.007
C -5.176995 0.526750 1.609499 -0.051 -0.034 -0.069
C -3.855993 0.442854 1.215132 0.058 0.033 -0.015
H -0.582293 -2.156995 -0.447593 -0.028 0.043 -0.051
H -1.424130 -1.699896 1.070467 -0.019 0.025 -0.005
H -1.188643 1.824873 1.074994 0.036 0.008 0.021
H -0.764573 2.421581 -0.536243 -0.001 0.039 0.058
H 2.357761 1.231872 1.512241 -0.048 -0.057 -0.019
H 0.849996 1.891984 2.224591 -0.026 -0.003 0.009
H 2.644806 3.550212 1.372900 0.005 0.025 -0.009
H 0.984910 3.864473 0.909074 0.013 0.026 -0.008
H 3.055631 3.783787 -0.924936 -0.009 0.010 -0.007
H 1.399684 3.460233 -1.363377 -0.006 -0.007 0.001
H 3.453037 1.338893 -0.545211 0.000 -0.009 -0.001
H 2.900468 1.637189 -2.178661 0.025 0.027 0.004
H 1.703920 -0.295599 -0.949199 -0.059 0.052 0.025
H 0.680855 0.845327 -1.799507 -0.020 -0.041 -0.001
H -0.974708 -2.116114 -2.581592 -0.012 0.014 0.001
H -0.631446 -2.117388 -5.003568 0.000 -0.003 0.016
H -0.936870 -0.044420 -6.307941 -0.005 -0.002 0.000
H -1.608363 2.045126 -5.177498 -0.005 0.000 0.007
H -1.962295 2.085861 -2.753219 0.000 -0.013 -0.019
H -4.314081 -0.227347 -2.093830 -0.007 0.014 0.008
H -6.663408 -0.069150 -1.382765 0.006 0.001 0.001
H -7.222717 0.405139 0.970910 -0.006 0.009 0.000
H -5.431781 0.736525 2.639406 0.010 -0.001 -0.001
H -3.082053 0.595739 1.966197 -0.014 0.001 -0.032
```
Positions in Å, forces in eV/Å.

Output
Total charge ... +3
2S+1 ... 2
<S²> ... 0.79
Frontier orbital gap (spin up / spin down) ... 0.16557 / 0.19557 Ha

***

# 2
The following is a DFT calculation (wB97M-V/def2-TZVPD) of 2 unconnected molecules or ions with the total composition C6H14N2O.

The geometry in XYZ format:
```
23
Properties=species:S:1:pos:R:3:forces:R:3
C 0.628653 -0.281918 1.959927 -0.047 0.012 -0.047
C -1.736491 0.129990 1.092711 0.045 -0.052 -0.092
C -0.335142 -0.327303 0.798397 0.245 0.572 -0.422
O -1.203945 -1.613629 -0.931859 0.255 0.088 0.253
N -0.140241 -1.438500 0.033393 0.313 -0.091 -0.601
H -1.272810 -2.573321 -0.994392 0.022 0.084 0.045
H 1.620048 -0.627068 1.668922 -0.017 -0.007 -0.027
H 0.710641 0.730948 2.355828 0.000 -0.004 -0.019
H -2.331232 0.237878 0.189693 0.007 -0.003 0.012
H -1.719067 1.077823 1.630796 0.034 -0.011 0.001
H -2.237788 -0.609978 1.726536 0.026 0.016 -0.023
H 0.273263 -0.936194 2.764405 -0.002 0.021 -0.054
C 1.769893 -0.327341 -1.533911 0.132 0.730 -0.102
N -0.689758 1.374325 -1.587509 -0.110 -0.031 -0.097
C 0.267144 1.359233 -0.553366 -0.175 -0.437 0.392
C 1.532939 0.793706 -0.745833 -0.036 -0.661 0.045
H -0.812918 0.477055 -2.037722 0.016 0.011 0.028
H -1.589535 1.723625 -1.291633 0.043 -0.038 0.016
H 0.194498 2.212961 0.112253 0.014 0.001 -0.014
H 2.279288 1.070969 -0.010145 0.027 -0.022 0.014
H 1.194615 -0.478444 -2.442856 -0.135 -0.065 0.047
H 2.774667 -0.730894 -1.576959 -0.024 -0.049 0.093
H 0.823280 -1.243924 -0.626677 -0.633 -0.063 0.552
```
Positions in Å, forces in eV/Å.

Output
Frontier orbital gap ... 0.29054 Ha

***

# 3
The following is a DFT calculation (wB97M-V/def2-TZVPD) of 9 unconnected molecules or ions with the total composition C27H35BrClN8O4P.

The geometry in XYZ format:
```
77
Properties=species:S:1:pos:R:3:forces:R:3
C -4.640217 3.829417 2.323352 0.537 -0.490 -0.345
C -3.939508 3.363416 0.959165 1.863 -0.658 -2.494
C -4.614541 2.515798 -0.159447 4.077 1.786 0.245
C -3.752870 2.193295 -1.424079 1.162 1.112 1.701
C -2.276918 2.623978 -1.623213 -2.108 1.112 3.627
C -1.593699 3.453304 -0.468223 -3.318 -1.483 -0.096
C -0.065629 3.892955 -0.588879 -1.377 0.770 0.827
C 0.862608 3.530491 0.656688 2.124 0.895 -2.427
O 0.415958 3.719492 2.023616 2.610 -2.620 0.571
C 1.421662 2.974749 2.766235 -0.514 -0.389 3.555
O 1.358145 2.731263 3.994300 0.497 1.575 -5.783
O 2.487846 2.495820 1.886935 -2.985 0.208 0.938
C 1.673478 2.133569 0.702783 0.109 0.878 -0.617
Br 2.883846 1.740554 -0.853214 -0.871 0.691 1.208
P 0.796985 0.573233 1.386361 0.102 -2.231 0.591
O 1.736188 -0.790659 0.866614 -2.051 2.226 0.129
Cl -1.099171 0.270274 0.532723 1.182 0.250 -0.243
C -2.443379 3.814791 0.772308 -1.068 -1.894 -2.430
H -4.420273 4.954808 2.483505 -0.538 -1.813 -0.290
H -5.770387 3.600705 2.340508 1.813 0.511 -0.166
H -4.171836 3.249875 3.211032 -0.828 1.008 -1.575
H -5.703075 2.179741 -0.020453 1.958 0.486 -0.453
H -4.240997 1.558976 -2.249742 0.851 1.149 1.418
H -1.692462 2.345545 -2.572627 -1.101 0.449 1.700
H 0.458404 3.533357 -1.543630 -0.866 0.215 1.515
H -0.074560 5.050951 -0.664864 0.075 -1.851 0.220
H 1.746747 4.276618 0.542095 -1.281 -1.231 0.009
H 1.132738 -1.566147 1.093751 0.807 0.676 0.007
H -1.957032 4.441739 1.597364 -0.879 -1.032 -1.354
C -1.531390 1.993581 5.484876 0.267 0.007 0.019
C -2.960511 1.833048 5.198977 -0.109 -0.072 0.037
N -4.083330 1.706085 4.973917 0.560 0.040 0.167
H -1.239046 1.451552 6.387428 -0.239 -0.005 -0.081
H -0.912786 1.618359 4.665819 -0.227 0.033 -0.002
H -1.267287 3.042886 5.636262 -0.194 -0.082 -0.088
C 0.648348 -4.800907 -0.083625 -0.090 -0.299 -0.173
C 0.518556 -3.790642 0.968330 -0.004 -0.157 0.075
N 0.416637 -2.995895 1.798175 -0.022 -0.552 -0.448
H -0.308446 -4.994776 -0.575302 0.012 0.206 0.151
H 1.353285 -4.486286 -0.856970 -0.036 0.186 0.225
H 1.007826 -5.752338 0.316695 0.025 0.229 0.230
C 4.485994 0.045778 2.602727 -0.198 0.081 0.101
C 5.792162 -0.442074 2.150033 0.089 -0.045 -0.018
N 6.818361 -0.825261 1.794347 -0.461 0.166 0.152
H 4.318016 -0.175486 3.659804 0.214 -0.037 -0.088
H 4.395509 1.127123 2.480270 0.210 -0.150 -0.041
H 3.668198 -0.413236 2.041710 0.255 -0.061 -0.066
C -5.566734 7.337140 0.415557 -0.284 0.086 0.096
C -4.263546 6.848680 -0.044756 0.100 -0.032 -0.051
N -3.240016 6.464408 -0.405627 -0.433 0.379 0.122
H -5.729184 7.113427 1.472720 0.194 -0.075 -0.117
H -5.655490 8.419537 0.295184 0.204 -0.122 -0.066
H -6.387017 6.879758 -0.142864 0.238 -0.068 -0.040
C 3.202448 -4.382215 4.610219 0.061 0.227 0.241
C 2.983568 -5.413304 3.592006 -0.026 -0.050 -0.080
N 2.811106 -6.223054 2.792073 0.025 0.389 0.295
H 2.372374 -4.335274 5.319107 -0.008 -0.158 -0.204
H 4.111297 -4.572815 5.186048 -0.068 -0.157 -0.192
H 3.303447 -3.390758 4.162171 -0.055 -0.206 -0.155
C 1.208669 -4.897283 -4.088559 -0.036 -0.414 0.071
C -0.123659 -5.175609 -3.542826 -0.070 -0.137 -0.003
N -1.170725 -5.394621 -3.113766 0.451 0.113 -0.136
H 1.776946 -4.229412 -3.440761 -0.315 -0.106 -0.035
H 1.795490 -5.812329 -4.205311 -0.232 -0.042 0.061
H 1.151154 -4.423725 -5.068721 -0.173 -0.081 0.258
C 3.037248 -0.099669 -4.358218 0.042 0.340 0.080
C 2.770954 -1.517332 -4.616074 0.000 -0.059 -0.009
N 2.563499 -2.632061 -4.818092 0.515 1.145 -0.157
H 2.772246 0.523182 -5.215967 -0.033 -0.263 -0.016
H 2.465487 0.267682 -3.501879 -0.028 -0.259 -0.075
H 4.093744 0.078411 -4.143265 -0.077 -0.248 -0.049
C 0.244967 -7.368270 -7.493120 -0.295 0.000 -0.133
C 1.559202 -7.382955 -6.843960 0.233 -0.024 0.090
N 2.592862 -7.394950 -6.334114 -0.621 0.026 -0.267
H -0.533228 -7.759717 -6.833458 0.235 0.023 0.079
H -0.050591 -6.355923 -7.779062 0.212 -0.045 0.114
H 0.238374 -7.977091 -8.400366 0.208 0.026 0.140
```
Positions in Å, forces in eV/Å.

Output
Frontier orbital gap ... 0.29455 Ha

***

Across the entries above, max |F| takes the values 1.70, 0.84, 6.01 eV/A, respectively.
Across the entries above, E takes the values -62443.0697, -11472.9161, -140523.8122 eV, respectively.